*a*
ORCA calculation (ωB97M-V/def2-TZVPD) on a molecular structure, C4H11NO2S.

Results
HOMO level = 0.3 eV
HOMO-LUMO gap = 5.694 eV

Geometry as ORCA input:
```
! RIJCOSX wB97M-V def2-TZVPD def2/J DEFGRID3
* xyz -2 1
C 1.60768 -0.98790 -0.84576
N 0.84980 -0.75804 0.40351
C -0.40215 0.07040 0.37921
C -0.43976 1.33748 1.30346
S 0.64893 1.49173 2.73506
C -0.75984 0.50875 -1.16185
O -1.72333 -0.47376 -1.52818
H 2.59601 -0.47861 -0.86066
H 1.21121 -0.71759 -1.77162
H 1.67833 -2.02244 -0.96984
H 1.45852 -0.33425 0.93735
H -1.32794 -0.56858 0.66902
H -1.56326 1.39752 1.79623
H -0.47255 2.11356 0.53151
H -0.03166 0.63242 -1.91907
H -1.33644 1.39286 -1.08048
H -0.04095 -2.55740 -2.24753
H -1.12754 -1.47222 -2.44170
O -0.45301 -2.21614 -3.13170
*
```

*b*
ORCA calculation (ωB97M-V/def2-TZVPD) on 2 unconnected molecules or ions with the total composition C4H11NO2S.

Results
HOMO level = 0.0 eV
HOMO-LUMO gap = 5.986 eV

Geometry as ORCA input:
```
! RIJCOSX wB97M-V def2-TZVPD def2/J DEFGRID3
* xyz -2 1
C -0.26867 0.32460 1.35394
N -1.37786 0.76378 0.52354
C -2.05898 1.99460 1.20615
O -1.29613 3.06450 1.04400
C 0.67850 -0.84271 0.73952
C 1.61258 -0.45733 -0.46333
S 2.40995 -1.96520 -1.25083
H -0.78070 -0.04233 2.28670
H 0.52358 1.08357 1.63221
H -1.05043 1.09213 -0.38509
H -2.21884 1.64197 2.25716
H -3.01380 2.12255 0.68294
H -0.08481 -1.58050 0.36164
H 1.39300 -1.26572 1.44584
H 2.42214 0.20651 -0.17349
H 1.08334 0.16395 -1.17447
H -2.01917 -0.33580 -0.89068
H -0.72125 -0.95985 -1.67967
O -1.73234 -0.83258 -1.67304
*
```

Which structure is most stable? *b*, by 0.0710 hartree over the runner-up.